This record from the Open Molecules 2025 dataset describes the ion C6H6N5O2 with charge -1 at a distorted geometry. The level of theory is ωB97M-V/def2-TZVPD.

The geometry in XYZ format:
```
19
Properties=species:S:1:pos:R:3:forces:R:3:nbo_charge:R:1
C -1.58181 -2.22771 1.07312 1.2 3.3 -1.5 -0.24
C -1.20686 -1.18196 0.56829 -1.0 -2.0 -0.4 0.01
C -0.70792 -0.00853 -0.21954 -0.4 2.8 4.0 0.24
C -1.63260 1.22381 0.16271 -0.2 0.9 0.4 -0.63
N -0.52594 -0.18332 -1.53662 1.1 -2.3 -1.6 -0.74
C 0.45982 0.73324 -2.40242 -1.5 -1.6 -0.8 0.91
O 0.43359 0.29220 -3.55665 0.5 0.6 0.5 -0.74
O 1.00604 1.60218 -1.77170 0.6 1.2 0.4 -0.72
N 0.65079 0.16372 0.55345 1.9 0.7 0.8 0.00
N 1.60115 -0.69129 0.26694 -0.3 -0.9 -0.1 -0.28
C 2.50173 -0.48416 1.20601 1.2 -1.1 -0.7 0.08
N 2.17002 0.52218 2.01003 -0.3 0.2 0.2 -0.30
N 0.99938 0.93045 1.58922 -1.2 0.0 -0.3 -0.06
H -1.84600 -3.09539 1.55368 -0.5 -1.3 0.7 0.22
H -1.30100 2.31149 0.22470 0.8 -1.6 -0.8 0.24
H -1.98139 1.11908 1.22217 -0.3 -0.4 -1.1 0.21
H -2.40915 1.20621 -0.64055 0.2 -0.1 1.1 0.23
H -0.04653 -1.10559 -1.57790 -0.7 0.6 -0.8 0.38
H 3.41670 -1.12663 1.27508 -1.0 1.0 0.0 0.19
```
Forces are in eV/Å.

## Properties
Structure (SMILES): C#C[C@](C)(NC(=O)[O-])n1ncnn1
Orbital gap, Eh: 0.323
Total charge: -1
2S+1: 1
ΔE to the lowest compared entry with this formula, charge and spin, eV: 3.154
HOMO level, eV: -5.26
Lowest unoccupied orbital energy, Eh: 0.12933

=====

This record from the Open Molecules 2025 dataset describes the ion C6H6NO with charge +1 at a distorted geometry. The level of theory is ωB97M-V/def2-TZVPD.

The geometry in XYZ format:
```
14
Properties=species:S:1:pos:R:3:forces:R:3:nbo_charge:R:1
C 4.54022 0.09941 -0.14906 1.0 -0.4 -0.9 0.47
C 1.57138 -0.35931 0.48341 0.9 -0.4 -0.2 -0.14
C 2.59355 0.29263 0.68779 1.7 0.1 0.4 0.66
C 0.37627 -1.26826 0.70798 -1.0 3.0 2.4 -0.33
C 0.37184 -0.23468 -0.44581 -0.7 -2.4 1.9 -0.09
C -0.40183 1.01202 -0.32865 1.4 1.6 0.4 -0.62
N 5.04730 -0.43045 -1.01602 0.9 -0.7 -0.9 -0.21
O 3.82366 0.72945 0.71952 -3.0 0.7 1.5 -0.35
H 0.54727 -2.34491 0.73951 0.1 0.3 -0.8 0.30
H -0.09620 -0.87514 1.72688 0.8 -0.9 -2.3 0.28
H 0.36385 -0.74940 -1.37247 0.9 -0.1 -1.1 0.28
H -1.36860 0.56461 -0.45201 -1.2 1.0 -0.2 0.26
H -0.04778 1.79106 -1.09560 -1.0 -1.3 0.9 0.26
H -0.23420 1.46751 0.69034 -0.6 -0.5 -1.0 0.24
```
Forces are in eV/Å.

## Properties
Orbital gap, Eh: 0.369
Total charge: +1
2S+1: 1
ΔE to the lowest compared entry with this formula, charge and spin, eV: 4.753
HOMO level, eV: -16.40
Lowest unoccupied orbital energy, Eh: -0.23316

=====

This record from the Open Molecules 2025 dataset describes the ion C6H6NO3 with charge -1 at a distorted geometry. The level of theory is ωB97M-V/def2-TZVPD.

The geometry in XYZ format:
```
16
Properties=species:S:1:pos:R:3:forces:R:3:nbo_charge:R:1
C -0.59194 -1.49912 0.89463 0.5 0.2 0.8 -0.45
C 0.72783 -1.62115 0.34847 -0.2 1.1 -1.7 -0.20
C -1.48956 -0.38235 1.01227 0.6 -2.7 0.3 -0.11
C -1.51686 0.95478 0.73591 1.0 -0.4 -0.1 -0.47
C 1.25950 -1.22460 -0.87563 -1.2 0.4 2.5 0.04
C -0.47680 1.95465 0.58044 -1.6 -1.7 0.0 0.37
N 1.33997 -0.40811 -1.83856 1.4 -0.3 0.8 0.30
O 1.95446 0.95279 -1.58419 -0.5 -0.8 1.9 -0.64
O 1.30834 -0.65903 -3.04246 -0.3 0.2 -1.8 -0.54
O -0.79826 3.11954 0.75844 1.1 1.0 -0.2 -0.63
H -0.70851 -2.41484 1.54923 -0.7 1.4 -0.4 0.18
H 1.28147 -2.26865 1.01115 0.8 -0.4 -0.6 0.20
H -2.39575 -0.70776 1.56594 0.3 0.1 -0.6 0.18
H -2.46774 1.30892 0.99199 -1.1 1.3 0.3 0.19
H 0.52347 1.54955 0.33442 0.1 0.7 0.1 0.13
H 2.05038 1.34537 -2.44206 -0.2 -0.1 -1.2 0.46
```
Forces are in eV/Å.

## Properties
Orbital gap, Eh: 0.247
Total charge: -1
2S+1: 1
ΔE to the lowest compared entry with this formula, charge and spin, eV: 7.375
HOMO level, eV: -2.91
Lowest unoccupied orbital energy, Eh: 0.14006

=====

This record from the Open Molecules 2025 dataset describes a structure of composition C6H6NO4PS at a distorted geometry. The level of theory is ωB97M-V/def2-TZVPD.

The geometry in XYZ format:
```
19
Properties=species:S:1:pos:R:3:forces:R:3:nbo_charge:R:1
C 0.27822 1.07841 -0.32305 7.1 -4.2 -1.2 -0.07
C 1.47291 -0.07984 -0.45918 -5.8 6.1 1.8 -0.34
C -2.23829 1.28081 -0.26445 0.6 1.7 -0.2 0.66
C 1.02716 -1.36992 -0.04678 -1.9 -2.0 -1.6 -0.45
C -2.93728 0.04297 0.05682 0.1 0.7 3.8 -0.49
C -1.52724 -0.52015 0.28724 0.1 -2.1 0.8 -0.14
N -0.99541 0.72430 -0.12370 -1.4 1.0 -0.1 -0.44
O 3.56784 1.59430 -0.40587 -0.1 -0.3 0.3 -1.23
O 3.08451 -0.04187 1.60138 -0.1 0.3 -1.9 -1.22
O -2.64411 2.41564 -0.41101 0.1 0.5 -0.4 -0.65
O 3.95354 -0.94206 -0.64091 0.2 -0.7 -0.5 -1.24
P 3.23860 0.18278 0.05516 0.8 1.1 1.6 2.36
S -0.81457 -1.87710 -0.69878 0.5 0.1 0.1 -0.06
H 0.51722 2.07846 -0.63598 -0.1 0.2 0.1 0.22
H 1.66103 -2.11076 -0.52234 0.1 -0.4 0.2 0.25
H 0.83287 -1.58941 0.97263 0.5 0.1 1.0 0.22
H -3.66807 0.25772 0.90764 1.2 -0.8 -0.6 0.20
H -3.47503 -0.34939 -0.68436 -2.0 -1.8 -3.2 0.21
H -1.33388 -0.77489 1.33555 0.1 0.3 -0.1 0.19
```
Forces are in eV/Å.

## Properties
Orbital gap (alpha / beta), Eh: 0.181 / 0.181
Total charge: -2
2S+1: 1
ΔE to the lowest compared entry with this formula, charge and spin, eV: 0.000
HOMO level (alpha / beta), eV: 0.03 / 0.03
Lowest unoccupied orbital energy (alpha / beta), Eh: 0.18188 / 0.18191

=====

This record from the Open Molecules 2025 dataset describes a cluster of 2 separate species, C6H6NP in total at a distorted geometry. The level of theory is ωB97M-V/def2-TZVPD.

The geometry in XYZ format:
```
14
Properties=species:S:1:pos:R:3:forces:R:3:nbo_charge:R:1
C -3.67382 0.78032 -0.92884 5.7 -0.6 3.0 0.21
C -0.46432 0.97143 -0.99385 0.3 1.3 -0.9 -0.29
C 0.91666 0.42256 -0.74126 -3.5 1.1 1.7 -0.24
C -1.40374 0.61420 -0.08959 -1.6 1.4 -2.6 -0.15
C 0.83009 -0.32672 0.39941 2.6 -1.2 -1.0 -0.27
C 1.93851 -1.25623 0.91735 1.3 0.4 -1.3 -0.65
N -4.49264 1.05320 -1.66276 -2.2 0.5 -1.6 -0.48
P -0.79224 -0.56809 1.02777 -1.4 -1.8 0.6 0.65
H -0.50150 1.71881 -1.82652 -0.8 -1.1 0.6 0.26
H 1.65516 0.91029 -1.35816 0.7 -0.9 0.1 0.24
H 2.52262 -1.66090 -0.04627 -1.2 0.7 2.3 0.24
H 1.55790 -2.11629 1.52155 0.4 0.8 -0.5 0.23
H 2.65364 -0.61975 1.50445 -0.4 -0.9 -0.3 0.23
H -0.74632 0.07718 2.27673 0.1 0.3 -0.1 0.02
```
Forces are in eV/Å.

## Properties
Orbital gap, Eh: 0.288
2S+1: 1
ΔE to the lowest compared entry with this formula, charge and spin, eV: 3.117
HOMO level, eV: -9.93
Lowest unoccupied orbital energy, Eh: -0.07668

=====

This record from the Open Molecules 2025 dataset describes the molecule C6H6NPS at a distorted geometry. The level of theory is ωB97M-V/def2-TZVPD.

The geometry in XYZ format:
```
15
Properties=species:S:1:pos:R:3:forces:R:3:nbo_charge:R:1
H -2.62411 -2.66578 -0.08295 -0.5 0.1 0.4 0.39
N -1.66240 -2.91862 -0.21058 1.1 1.1 -0.4 -1.12
P -0.42161 -1.99016 -0.18980 0.1 -0.4 0.4 1.15
C -0.74557 -0.07177 0.54420 1.6 -0.2 -1.3 -0.56
C -0.74518 0.46017 -0.83208 2.9 -0.3 2.4 -0.17
C 0.44744 0.85028 -1.38002 -2.8 -0.3 0.0 -0.26
C 1.60491 0.98319 -0.53999 -3.1 -1.3 -0.5 -0.14
C 1.60483 0.70721 0.78063 1.5 0.8 -2.3 -0.25
C 0.40230 0.32371 1.38874 -1.1 -0.3 3.2 -0.10
S 0.30604 0.45708 3.07738 -0.2 -0.4 -1.3 -0.10
H -1.69458 -0.19973 0.97605 -1.0 0.2 1.0 0.26
H -1.68551 0.48594 -1.22558 -2.1 0.1 -1.9 0.22
H 0.29669 1.16213 -2.41159 1.1 0.2 0.1 0.23
H 2.34828 1.40168 -1.07320 3.2 1.2 -1.0 0.21
H 2.56847 1.01469 1.17881 -0.6 -0.5 1.3 0.25
```
Forces are in eV/Å.

## Properties
Structure (SMILES): [H]/N=P\[C@@H]1C=CC=CC1=S
Orbital gap (alpha / beta), Eh: 0.255 / 0.255
2S+1: 1
ΔE to the lowest compared entry with this formula, charge and spin, eV: 0.685
HOMO level (alpha / beta), eV: -8.01 / -8.01
Lowest unoccupied orbital energy (alpha / beta), Eh: -0.03995 / -0.03994

=====

This record from the Open Molecules 2025 dataset describes the molecule C6H6O at a distorted geometry. The level of theory is ωB97M-V/def2-TZVPD.

The geometry in XYZ format:
```
13
Properties=species:S:1:pos:R:3:forces:R:3:nbo_charge:R:1
C -1.28058 -1.09834 -2.10093 0.6 1.1 1.1 -0.07
C -0.65438 -0.81952 -0.94124 -0.7 0.5 -0.7 -0.30
C 0.32443 -1.33997 -0.12632 0.8 -1.2 0.5 0.16
C 1.15592 -0.87092 0.76436 -0.3 0.5 -0.2 -0.34
C 1.17793 0.66271 0.86993 0.2 -0.3 0.4 -0.09
O 0.21559 1.25308 0.03893 -0.1 0.0 -0.2 -0.50
C -0.96417 0.51470 -0.11007 -0.5 0.0 -0.6 -0.03
H -1.65694 -0.21589 -2.63420 -0.2 -0.5 -0.2 0.16
H 1.64049 -1.45343 1.54041 0.1 0.0 -0.2 0.24
H 0.95443 0.87691 1.92652 0.1 0.1 -0.1 0.18
H 2.13802 1.11625 0.61276 -0.1 -0.1 0.0 0.21
H -1.64013 1.14032 -0.69130 0.0 0.0 0.1 0.21
H -1.41061 0.23411 0.85114 0.1 0.0 -0.1 0.18
```
Forces are in eV/Å.

## Properties
Orbital gap (alpha / beta), Eh: 0.308 / 0.265
2S+1: 1
ΔE to the lowest compared entry with this formula, charge and spin, eV: 6.417
HOMO level (alpha / beta), eV: -9.06 / -8.13
Lowest unoccupied orbital energy (alpha / beta), Eh: -0.02561 / -0.03376